Entry 1:
Below is C18H20AlB2Br10O16 as an isolated structure, with properties calculated with the ωB97M-V functional and the def2-TZVPD basis.

Atoms and positions in Å:
Al1 -8.244 5.264 -2.705
O1 -0.788 -0.486 -0.251
C1 -0.102 0.030 -1.098
O2 1.123 -0.315 -1.511
B1 1.567 0.730 -2.454
O3 0.539 1.764 -2.383
C2 -0.506 1.294 -1.786
O4 -1.610 1.944 -1.600
O5 1.714 0.403 -3.880
C3 2.867 0.822 -4.396
O6 3.297 0.649 -5.548
C4 3.631 1.417 -3.226
O7 2.896 1.352 -2.160
O8 4.748 1.935 -3.206
O9 4.277 7.785 -0.095
C5 3.259 8.479 -0.045
O10 2.167 8.449 0.702
B2 1.230 9.503 0.168
O11 1.996 10.306 -0.731
C6 3.166 9.641 -0.957
O12 3.923 9.845 -1.917
O13 0.715 10.278 1.328
C7 -0.566 10.226 1.402
O14 -1.272 10.792 2.259
C8 -1.084 9.247 0.333
O15 -0.026 8.929 -0.455
O16 -2.222 8.767 0.249
Br1 2.393 1.814 4.868
C9 3.007 -0.088 5.292
C10 4.509 -0.237 4.977
Br2 5.593 1.085 6.012
H1 2.387 -0.736 4.672
H2 2.715 -0.232 6.333
H3 4.710 -0.086 3.916
H4 4.847 -1.218 5.309
Br3 5.487 -4.944 -1.317
C11 4.180 -6.208 -2.208
C12 4.377 -6.228 -3.763
Br4 2.953 -7.252 -4.697
H5 3.140 -6.031 -1.933
H6 4.364 -7.235 -1.890
H7 5.360 -6.653 -3.965
H8 4.217 -5.271 -4.260
Br5 -4.060 -3.038 -8.092
C13 -2.689 -3.666 -9.420
C14 -1.357 -2.941 -9.175
Br6 0.010 -3.311 -10.548
H9 -3.052 -3.587 -10.445
H10 -2.567 -4.718 -9.162
H11 -0.866 -3.214 -8.241
H12 -1.501 -1.861 -9.149
Br7 -2.745 -7.880 1.980
C15 -2.871 -7.935 3.881
C16 -1.517 -8.520 4.425
Br8 0.049 -7.268 4.021
H13 -3.762 -8.493 4.170
H14 -2.969 -6.896 4.198
H15 -1.270 -9.487 3.988
H16 -1.558 -8.715 5.497
Br9 -7.736 1.324 5.353
C17 -6.682 0.442 6.807
C18 -7.605 -0.132 7.907
Br10 -8.830 1.303 8.688
H17 -5.922 1.064 7.279
H18 -6.077 -0.391 6.450
H19 -7.091 -0.701 8.681
H20 -8.266 -0.910 7.525

Summary:
Gap between HOMO and LUMO, eV: 1.08
E_HOMO, eV: -11.28
Total charge: +1
E, Ha: -27933.72298
Largest force on an atom, eV Å⁻¹: 7.18
Energy above the lowest of the compared OMol25 structures with the same formula, charge and spin, kJ/mol: 542.1

=====

Entry 2:
Below is C18H20BF4N4O2RhS2 as an isolated structure, with properties calculated with the ωB97M-V functional and the def2-TZVPD basis.

Atoms and positions in Å:
Rh1 0.474 -1.605 -1.507
C1 -2.534 0.697 0.600
C2 -1.781 0.150 -0.578
N1 -0.526 -0.171 -0.384
N2 0.076 0.090 0.808
C3 0.859 -0.805 1.278
S1 0.901 -2.443 0.639
S2 1.828 -0.531 2.703
C4 1.982 1.302 2.842
C5 0.736 2.061 3.204
C6 0.186 2.981 2.318
C7 -0.928 3.723 2.677
C8 -1.508 3.551 3.925
C9 -0.973 2.625 4.809
C10 0.142 1.883 4.449
C11 -2.442 -0.047 -1.837
C12 -3.839 0.122 -1.935
C13 -4.513 -0.045 -3.114
C14 -3.800 -0.372 -4.278
C15 -2.443 -0.537 -4.236
C16 -1.720 -0.425 -3.022
O1 -0.451 -0.643 -3.036
H1 -1.835 1.103 1.327
H2 -3.087 -0.116 1.075
H3 -3.235 1.469 0.296
H4 2.417 1.651 1.909
H5 2.718 1.397 3.641
H6 0.626 3.111 1.337
H7 -1.347 4.434 1.975
H8 -2.374 4.135 4.210
H9 -1.421 2.484 5.784
H10 0.555 1.152 5.134
H11 -4.406 0.367 -1.047
H12 -5.588 0.064 -3.154
H13 -4.327 -0.511 -5.213
H14 -1.870 -0.804 -5.113
F1 -1.205 -3.131 -1.809
B1 -0.511 -4.027 -2.722
F2 -0.935 -3.812 -4.003
F3 0.873 -3.558 -2.578
F4 -0.609 -5.319 -2.302
C17 4.913 -2.125 0.047
N3 3.758 -1.778 -0.754
C18 3.310 -0.537 -0.970
N4 4.051 0.500 -0.509
O2 2.243 -0.289 -1.580
H15 5.077 -3.195 -0.019
H16 4.764 -1.864 1.098
H17 5.808 -1.622 -0.328
H18 3.141 -2.515 -1.050
H19 4.980 0.366 -0.155
H20 3.794 1.409 -0.852

Summary:
Gap between HOMO and LUMO (alpha / beta), eV: 6.10 / 6.10
E_HOMO (alpha / beta), eV: -7.75 / -7.75
E, Ha: -2398.89120
Largest force on an atom, eV Å⁻¹: 2.72
Energy above the lowest of the compared OMol25 structures with the same formula, charge and spin, kJ/mol: 124.6

=====

Entry 3:
Below is C18H20BrCl3GeO3RuSe as an isolated structure, with properties calculated with the ωB97M-V functional and the def2-TZVPD basis.

Atoms and positions in Å:
Ru1 -0.126 0.151 0.773
Cl1 -5.422 4.793 1.882
C1 -4.440 3.514 1.364
C2 -3.041 3.637 1.470
C3 -2.246 2.589 1.086
Cl2 -0.523 2.667 1.197
C4 -2.782 1.374 0.558
O1 -2.044 0.400 0.191
C5 -4.211 1.309 0.432
Cl3 -4.870 -0.122 -0.208
C6 -5.014 2.354 0.838
H1 -2.612 4.548 1.861
H2 -6.087 2.265 0.754
Br1 2.740 -4.023 7.629
C7 2.186 -2.957 6.157
C8 2.371 -3.442 4.860
C9 1.990 -2.656 3.793
C10 1.361 -1.428 4.018
C11 1.168 -0.955 5.320
C12 1.604 -1.709 6.391
C13 0.829 -0.696 2.848
O2 -0.330 -0.209 2.859
O3 1.507 -0.586 1.776
H3 2.802 -4.418 4.698
H4 2.148 -2.985 2.777
H5 0.709 0.009 5.483
H6 1.489 -1.352 7.405
C14 1.524 2.376 -3.767
Ge1 1.391 0.478 -4.306
C15 2.732 -0.192 -5.599
C16 -0.455 -0.029 -4.844
C17 1.845 -0.467 -2.450
Se1 0.197 -0.360 -1.536
C18 -0.482 -2.141 -1.866
H7 1.074 2.998 -4.535
H8 2.563 2.673 -3.663
H9 1.003 2.560 -2.830
H10 2.544 0.324 -6.537
H11 2.626 -1.260 -5.773
H12 3.747 0.029 -5.282
H13 -0.733 0.591 -5.693
H14 -1.190 0.143 -4.058
H15 -0.510 -1.064 -5.172
H16 2.606 0.143 -1.968
H17 2.192 -1.489 -2.575
H18 -0.790 -2.230 -2.909
H19 -1.340 -2.290 -1.208
H20 0.300 -2.867 -1.640

Summary:
Gap between HOMO and LUMO (alpha / beta), eV: 6.29 / 3.67
E_HOMO (alpha / beta), eV: -13.46 / -13.45
Total charge: +2
E, Ha: -9450.79556
<S²>: 6.04
Largest force on an atom, eV Å⁻¹: 2.83
Multiplicity: 5
Energy above the lowest of the compared OMol25 structures with the same formula, charge and spin, kJ/mol: 0.0

=====

Entry 4:
Below is one molecule with the formula C18H20BrN3O5S2, with properties calculated with the ωB97M-V functional and the def2-TZVPD basis.

Atoms and positions in Å:
C1 -3.424 -1.275 2.500
C2 -3.838 0.179 2.675
H1 -4.919 0.254 2.811
H2 -3.344 0.641 3.538
O1 -3.596 0.924 1.485
C3 -2.356 1.278 1.136
C4 -2.128 1.435 -0.235
C5 -0.946 1.953 -0.719
C6 0.058 2.273 0.175
C7 -0.109 2.059 1.534
C8 -1.306 1.570 2.014
H3 -1.425 1.422 3.076
H4 0.691 2.295 2.220
Br1 1.686 2.965 -0.474
H5 -0.808 2.088 -1.780
S1 -3.334 0.745 -1.377
O2 -4.158 1.761 -1.951
O3 -3.942 -0.416 -0.817
N1 -2.332 0.257 -2.644
C9 -1.226 -0.553 -2.499
C10 -0.887 -1.047 -1.240
C11 0.298 -1.728 -1.078
C12 1.139 -2.019 -2.131
C13 0.769 -1.584 -3.395
C14 -0.384 -0.840 -3.577
H6 -0.642 -0.473 -4.559
H7 1.397 -1.804 -4.244
H8 2.053 -2.555 -1.949
S2 0.758 -2.103 0.595
O4 1.677 -3.194 0.668
O5 -0.394 -2.122 1.452
N2 1.542 -0.668 1.084
C15 2.745 -0.296 0.547
N3 3.086 -0.591 -0.635
C16 4.390 -0.041 -0.920
H9 5.088 -0.872 -1.050
H10 4.339 0.508 -1.862
C17 4.779 0.867 0.274
H11 5.798 0.679 0.604
H12 4.690 1.914 -0.011
C18 3.743 0.516 1.347
H13 4.157 -0.109 2.141
H14 3.285 1.394 1.800
H15 1.409 -0.478 2.065
H16 -1.536 -0.923 -0.392
H17 -2.557 0.614 -3.557
H18 -2.348 -1.377 2.372
H19 -3.733 -1.852 3.368
H20 -3.909 -1.673 1.612

Summary:
Structure (SMILES): CCOc1ccc(Br)cc1S(=O)(=O)Nc1cccc(S(=O)(=O)NC2=NCCC2)c1
Gap between HOMO and LUMO, eV: 8.95
E_HOMO, eV: -8.70
E, Ha: -4608.73645
Largest force on an atom, eV Å⁻¹: 1.05

=====

Entry 5:
Below is a 3-piece molecular cluster, C18H20BrN4O5PS overall, with properties calculated with the ωB97M-V functional and the def2-TZVPD basis.

Atoms and positions in Å:
C1 0.144 0.825 -0.373
C2 0.507 -0.549 -0.809
C3 -0.202 -1.662 -0.139
N1 1.385 -0.786 -1.729
P1 2.947 -0.635 -1.541
Br1 3.062 1.685 -2.429
C4 4.103 -1.127 -2.852
C5 3.861 -2.469 -3.497
O1 2.841 -3.095 -3.451
N2 3.202 -2.269 -0.655
C6 4.194 -2.490 -0.025
S1 5.475 -2.791 0.837
H1 0.620 1.033 0.588
H2 0.511 1.562 -1.081
H3 -0.928 0.950 -0.254
H4 -1.179 -1.812 -0.601
H5 0.362 -2.585 -0.244
H6 -0.332 -1.438 0.914
H7 3.424 -0.018 -0.395
H8 4.058 -0.397 -3.657
H9 5.110 -1.094 -2.435
H10 4.713 -2.831 -4.101
C7 1.750 0.199 6.693
C8 0.994 1.070 5.919
C9 0.272 0.593 4.838
C10 0.324 -0.760 4.558
C11 1.073 -1.647 5.309
C12 1.792 -1.155 6.386
N3 -0.452 -1.278 3.418
O2 -1.082 -0.478 2.751
O3 -0.417 -2.471 3.203
H11 2.308 0.577 7.538
H12 0.964 2.124 6.159
H13 -0.321 1.254 4.225
H14 1.092 -2.695 5.055
H15 2.384 -1.831 6.987
C13 -4.852 3.000 -4.709
C14 -4.693 3.639 -3.486
C15 -4.208 2.938 -2.394
C16 -3.890 1.603 -2.557
C17 -4.045 0.944 -3.762
C18 -4.532 1.656 -4.845
N4 -3.355 0.856 -1.406
O4 -3.238 1.445 -0.351
O5 -3.051 -0.307 -1.577
H16 -5.227 3.554 -5.559
H17 -4.943 4.685 -3.381
H18 -4.077 3.416 -1.435
H19 -3.788 -0.101 -3.849
H20 -4.659 1.161 -5.798

Summary:
Structure (SMILES): CC(C)=N[PH](Br)(CC=O)N=C=S.O=[N+]([O-])c1ccccc1.O=[N+]([O-])c1ccccc1
Gap between HOMO and LUMO, eV: 7.93
E_HOMO, eV: -8.62
E, Ha: -4606.46604
Largest force on an atom, eV Å⁻¹: 0.89

=====

Entry 6:
Below is C18H20ClN2O9S2Sc as an isolated structure, with properties calculated with the ωB97M-V functional and the def2-TZVPD basis.

Atoms and positions in Å:
Sc1 -0.378 1.650 0.872
O1 -1.892 2.544 -0.345
Cl1 -0.987 3.398 -1.163
O2 -1.502 4.707 -1.293
O3 -0.757 2.772 -2.433
O4 0.260 3.379 -0.362
O5 0.342 0.650 -0.927
C1 1.120 -0.537 -0.657
C2 1.779 -0.271 0.731
O6 2.648 -0.987 1.158
O7 1.244 0.742 1.370
C3 2.115 -0.788 -1.790
C4 1.949 -0.209 -3.046
C5 2.825 -0.491 -4.087
C6 3.879 -1.365 -3.888
C7 4.044 -1.956 -2.643
C8 3.171 -1.677 -1.605
C9 0.174 -1.749 -0.570
C10 -0.950 -1.779 -1.387
C11 -1.811 -2.863 -1.361
C12 -1.554 -3.941 -0.520
C13 -0.425 -3.919 0.284
C14 0.440 -2.830 0.258
H1 0.422 0.946 -1.843
H2 1.133 0.470 -3.279
H3 2.675 -0.023 -5.052
H4 4.564 -1.586 -4.696
H5 4.862 -2.644 -2.474
H6 3.315 -2.137 -0.638
H7 -1.172 -0.940 -2.034
H8 -2.684 -2.868 -2.002
H9 -2.227 -4.789 -0.498
H10 -0.210 -4.755 0.939
H11 1.320 -2.824 0.890
C15 -4.185 0.450 0.978
N1 -3.543 -0.427 1.955
C16 -2.212 -0.545 2.010
N2 -1.648 -1.271 2.986
O8 -1.492 -0.025 1.121
H12 -5.254 0.255 1.003
H13 -3.808 0.224 -0.016
H14 -4.000 1.501 1.196
H15 -4.072 -0.693 2.768
H16 -2.175 -1.562 3.790
H17 -0.647 -1.213 3.073
C17 1.629 4.073 2.407
O9 0.397 3.335 2.355
C18 -0.474 3.333 3.425
S1 -0.215 4.189 4.787
S2 -1.793 2.311 3.031
H18 1.920 4.221 1.372
H19 2.377 3.494 2.942
H20 1.462 5.019 2.907

Summary:
Gap between HOMO and LUMO, eV: 8.29
E_HOMO, eV: -8.13
E, Ha: -3501.86972
Largest force on an atom, eV Å⁻¹: 2.11
Energy above the lowest of the compared OMol25 structures with the same formula, charge and spin, kJ/mol: 10.5

=====

Entry 7:
Below is C18H20CoN2O7S2Se2 as an isolated structure, with properties calculated with the ωB97M-V functional and the def2-TZVPD basis.

Atoms and positions in Å:
Co1 0.017 0.787 0.782
O1 -3.023 -4.036 2.300
C1 -1.634 -4.085 1.978
C2 -1.170 -2.700 1.522
C3 -1.480 -1.700 2.651
O2 -0.851 -0.442 2.516
C4 -1.955 -2.300 0.243
Se1 -0.806 -2.121 -1.338
C5 0.339 -2.821 1.308
Se2 1.010 -1.509 0.033
H1 -3.277 -4.882 2.678
H2 -1.452 -4.805 1.171
H3 -1.046 -4.386 2.853
H4 -1.180 -2.141 3.608
H5 -2.561 -1.545 2.684
H6 -0.022 -0.476 3.099
H7 -2.479 -1.361 0.396
H8 -2.701 -3.049 -0.020
H9 0.590 -3.784 0.861
H10 0.911 -2.667 2.221
O3 6.293 2.192 -3.317
C6 5.123 2.426 -3.965
O4 5.157 2.810 -5.105
C7 3.875 2.201 -3.195
C8 2.690 2.723 -3.704
C9 1.492 2.565 -3.036
C10 1.429 1.856 -1.823
C11 2.630 1.333 -1.313
C12 3.819 1.501 -1.987
N1 0.254 1.648 -1.111
C13 -0.932 1.878 -1.678
C14 -2.111 1.661 -0.941
C15 -3.405 1.873 -1.479
C16 -4.505 1.669 -0.696
C17 -4.341 1.261 0.643
C18 -3.061 1.057 1.104
N2 -1.972 1.225 0.346
H11 6.115 1.980 -2.393
H12 2.728 3.271 -4.637
H13 0.609 3.023 -3.458
H14 2.617 0.805 -0.370
H15 4.699 1.039 -1.551
H16 -1.033 2.173 -2.716
H17 -3.497 2.196 -2.508
H18 -5.497 1.827 -1.100
H19 -5.186 1.105 1.297
H20 -2.864 0.740 2.120
O5 1.271 -0.681 3.875
S1 2.405 -0.129 3.083
O6 2.754 -1.053 1.988
O7 3.518 0.258 3.911
S2 1.694 1.590 2.172

Summary:
Gap between HOMO and LUMO (alpha / beta), eV: 5.86 / 7.02
E_HOMO (alpha / beta), eV: -3.73 / -5.44
Total charge: -1
E, Ha: -8316.28958
<S²>: 6.03
Largest force on an atom, eV Å⁻¹: 0.35
Multiplicity: 5
Energy above the lowest of the compared OMol25 structures with the same formula, charge and spin, kJ/mol: 5.8

=====

Entry 8:
Below is C18H20F11N4O2PRuS2SbSe as an isolated structure, with properties calculated with the ωB97M-V functional and the def2-TZVPD basis.

Atoms and positions in Å:
Ru1 -1.096 -0.258 0.228
N1 -4.164 1.684 2.117
C1 -3.210 2.311 2.886
C2 -2.007 1.833 2.469
N2 -2.220 0.929 1.460
C3 -3.528 0.858 1.268
C4 -3.982 0.005 0.194
N3 -3.045 -0.618 -0.499
C5 -3.672 -1.296 -1.509
C6 -5.011 -1.072 -1.415
N4 -5.192 -0.247 -0.326
H1 -5.157 1.834 2.182
H2 -3.470 3.020 3.651
H3 -1.020 2.076 2.824
H4 -3.130 -1.902 -2.212
H5 -5.836 -1.424 -2.006
H6 -6.077 0.111 -0.010
F1 -3.359 6.321 1.135
C7 -2.764 5.280 0.570
C8 -1.395 5.112 0.681
F2 -0.672 5.998 1.356
C9 -0.795 4.001 0.110
F3 0.520 3.861 0.284
C10 -1.521 3.047 -0.589
Se1 -0.674 1.498 -1.336
C11 -2.886 3.260 -0.705
F4 -3.658 2.385 -1.364
C12 -3.514 4.346 -0.124
F5 -4.839 4.484 -0.211
C13 5.609 -1.216 0.937
C14 4.563 -2.025 1.667
C15 4.299 -3.394 1.091
O1 3.284 -1.262 1.738
P1 2.523 -0.500 0.638
S1 2.576 1.458 0.528
S2 0.682 0.016 1.444
O2 2.666 -1.304 -0.678
C16 2.570 -0.743 -2.061
C17 2.230 -1.907 -2.957
C18 3.890 -0.101 -2.417
H7 6.569 -1.727 1.014
H8 5.717 -0.223 1.373
H9 5.367 -1.125 -0.123
H10 4.814 -2.100 2.723
H11 4.043 -3.338 0.034
H12 3.489 -3.888 1.623
H13 5.202 -3.996 1.198
H14 1.768 -0.004 -2.037
H15 3.024 -2.654 -2.921
H16 2.148 -1.545 -3.983
H17 1.293 -2.377 -2.676
H18 4.686 -0.847 -2.426
H19 4.155 0.705 -1.733
H20 3.815 0.323 -3.419
F6 -0.223 -1.817 -0.963
Sb1 -0.503 -3.510 0.051
F7 -0.892 -4.948 1.155
F8 -2.038 -3.740 -0.991
F9 -1.525 -2.266 1.163
F10 0.582 -4.384 -1.182
F11 0.990 -3.001 1.081

Summary:
Gap between HOMO and LUMO (alpha / beta), eV: 5.95 / 5.94
E_HOMO (alpha / beta), eV: -10.89 / -10.88
Total charge: +1
E, Ha: -6040.26621
Largest force on an atom, eV Å⁻¹: 0.16
Energy above the lowest of the compared OMol25 structures with the same formula, charge and spin, kJ/mol: 6.9

=====

Entry 9:
Below is C18H20F15N2O6ScSe as an isolated structure, with properties calculated with the ωB97M-V functional and the def2-TZVPD basis.

Atoms and positions in Å:
Sc1 -0.195 1.437 -0.691
C1 -1.167 -3.070 -3.061
C2 0.296 -2.951 -3.273
N1 1.140 -2.491 -2.114
C3 1.982 -3.586 -1.621
C4 1.138 -4.551 -0.830
C5 2.020 -1.342 -2.423
C6 2.320 -0.395 -1.187
N2 1.249 -0.169 -0.276
C7 1.092 -0.734 0.964
C8 -0.214 -0.879 1.411
F1 -1.108 -0.059 0.794
C9 -0.569 -1.633 2.528
F2 -1.878 -1.936 2.690
C10 0.441 -2.090 3.423
C11 1.750 -1.815 3.033
F3 2.795 -2.011 3.849
C12 2.095 -1.201 1.825
F4 3.442 -0.932 1.656
H1 -1.710 -2.093 -3.272
H2 -1.481 -3.159 -1.990
H3 -1.618 -3.969 -3.560
H4 0.494 -2.273 -4.117
H5 0.777 -3.915 -3.559
H6 2.852 -3.252 -0.963
H7 2.565 -4.086 -2.506
H8 0.558 -3.997 -0.061
H9 1.736 -5.364 -0.421
H10 0.414 -5.113 -1.450
H11 1.577 -0.703 -3.220
H12 2.955 -1.705 -2.884
H13 2.666 0.576 -1.720
H14 3.189 -0.808 -0.646
H15 0.254 -2.655 4.311
O1 -1.431 2.758 -3.852
Se1 -0.484 1.418 -3.523
O2 0.215 0.701 -4.788
O3 -1.314 0.450 -2.289
O4 0.740 1.992 -2.372
F5 -4.349 -0.671 -0.068
C13 -4.125 0.473 0.634
F6 -4.227 1.503 -0.255
C14 -4.960 0.769 1.883
F7 -4.333 1.604 2.718
F8 -5.189 -0.391 2.555
F9 -6.125 1.315 1.540
O5 -1.787 2.936 -1.132
H16 -1.547 3.792 -0.799
H17 -1.854 3.015 -2.166
C15 1.262 4.754 1.500
C16 0.613 3.450 1.826
O6 0.458 2.646 0.716
C17 -0.814 3.663 2.476
F10 -0.714 4.389 3.627
F11 -1.591 4.390 1.581
F12 -1.416 2.460 2.783
C18 1.504 2.729 2.887
F13 2.826 2.617 2.608
F14 1.471 3.184 4.199
F15 1.050 1.459 2.956
H18 0.719 5.337 0.693
H19 2.245 4.687 1.125
H20 1.302 5.500 2.298

Summary:
Gap between HOMO and LUMO, eV: 3.72
E_HOMO, eV: 0.62
Total charge: -2
E, Ha: -5919.05198
Largest force on an atom, eV Å⁻¹: 4.96
Energy above the lowest of the compared OMol25 structures with the same formula, charge and spin, kJ/mol: 159.5

=====

Q: Look up the E of the third one.
A: -9450.79556 Ha